(1)
The following is a DFT calculation (wB97M-V/def2-TZVPD) of a cluster of 5 separate species, C26H58N4O7S in total at a distorted geometry.

The geometry in XYZ format:
```
96
Properties=species:S:1:pos:R:3:mulliken_charge:R:1
C 2.961 -0.023 -2.794 -0.893
C 2.176 -0.819 -3.848 -0.641
N 1.811 -2.180 -3.478 -0.221
C 0.779 -2.420 -2.504 1.823
C -0.472 -1.563 -2.719 -2.052
C -0.467 -0.125 -2.187 -0.018
S -1.958 0.757 -2.794 -0.245
C -3.155 -0.125 -1.872 0.587
N -3.897 -1.131 -2.312 -0.266
N -4.694 -1.519 -1.237 -0.468
C -4.362 -0.726 -0.243 -0.022
O -3.406 0.177 -0.568 -0.165
C 0.419 -3.929 -2.639 -0.755
N -0.626 -4.173 -3.629 -0.307
C -1.832 -4.798 -3.077 -1.008
O 1.366 -2.238 -1.163 -0.617
C 0.601 -2.421 -0.096 0.133
O 0.995 -2.258 1.006 -0.490
H 3.820 -0.602 -2.450 0.352
H 3.270 0.949 -3.179 0.382
H 2.348 0.154 -1.904 0.089
H 2.818 -0.902 -4.734 0.414
H 1.301 -0.265 -4.197 0.349
H 2.643 -2.670 -3.159 0.177
H -0.729 -1.558 -3.779 0.576
H -1.303 -2.082 -2.231 0.320
H 0.363 0.474 -2.544 0.188
H -0.512 -0.077 -1.097 0.202
H -4.737 -0.697 0.768 0.440
H 0.141 -4.351 -1.668 0.396
H 1.339 -4.438 -2.947 0.047
H -0.262 -4.800 -4.332 0.323
H -2.214 -4.195 -2.248 0.313
H -1.642 -5.806 -2.680 0.338
H -2.617 -4.839 -3.831 0.330
H -0.419 -2.779 -0.280 0.399
C -0.464 2.721 4.481 -0.887
C -1.212 1.747 3.589 -0.216
O -0.453 1.247 2.502 -0.224
C 0.719 0.525 2.851 -0.263
C 0.437 -0.698 3.695 -1.185
H -0.090 3.564 3.898 0.266
H -1.134 3.102 5.255 0.234
H 0.386 2.253 4.978 0.288
H -2.062 2.254 3.131 0.092
H -1.622 0.921 4.182 0.293
H 1.444 1.182 3.345 0.306
H 1.163 0.219 1.905 0.280
H 0.000 -0.431 4.660 0.357
H 1.356 -1.251 3.882 0.405
H -0.259 -1.358 3.178 0.250
C -0.741 3.731 -0.696 -0.754
C 0.606 4.069 -1.310 -0.401
O 0.540 4.501 -2.660 -0.438
C -0.227 5.665 -2.902 -0.313
C 0.264 6.899 -2.164 -1.046
H -1.245 2.973 -1.296 0.162
H -0.594 3.339 0.308 0.180
H -1.395 4.602 -0.628 0.386
H 1.229 3.173 -1.335 0.264
H 1.139 4.804 -0.696 0.364
H -1.284 5.482 -2.679 0.275
H -0.156 5.831 -3.977 0.358
H 0.195 6.784 -1.081 0.269
H -0.338 7.764 -2.444 0.394
H 1.306 7.104 -2.413 0.281
C -4.925 3.562 4.691 -1.104
C -4.356 2.904 5.937 -0.334
O -3.400 3.693 6.622 -0.384
C -3.850 4.945 7.108 -0.358
C -4.989 4.851 8.108 -1.047
H -4.124 3.830 4.000 0.272
H -5.604 2.876 4.185 0.380
H -5.484 4.469 4.924 0.348
H -3.820 1.996 5.656 0.287
H -5.161 2.599 6.614 0.344
H -4.122 5.605 6.276 0.322
H -2.978 5.388 7.588 0.333
H -5.891 4.426 7.665 0.268
H -5.239 5.844 8.480 0.389
H -4.703 4.224 8.954 0.292
C 6.652 -5.561 -4.307 -1.108
C 5.928 -4.615 -3.365 -0.372
O 4.544 -4.885 -3.223 -0.317
C 4.205 -6.162 -2.712 -0.204
C 4.753 -6.442 -1.324 -1.163
H 6.186 -5.548 -5.293 0.313
H 7.693 -5.257 -4.410 0.386
H 6.642 -6.589 -3.944 0.272
H 5.978 -3.599 -3.758 0.316
H 6.419 -4.598 -2.385 0.337
H 4.507 -6.948 -3.413 0.296
H 3.114 -6.171 -2.681 0.267
H 5.844 -6.460 -1.310 0.284
H 4.403 -7.414 -0.976 0.413
H 4.420 -5.679 -0.620 0.285
```

Computed properties:
Structure (SMILES)   CCN[C@@](CCSc1nnco1)(CNC)OC=O.CCOCC.CCOCC.CCOCC.CCOCC
Largest force on an atom   1.90 eV Å⁻¹
HOMO level   -9.03 eV

***

(2)
The following is a DFT calculation (wB97M-V/def2-TZVPD) of a structure of composition C46H40N4O3Rh at a distorted geometry.

The geometry in XYZ format:
```
94
Properties=species:S:1:pos:R:3:mulliken_spin:R:1
Rh 0.399 -0.497 0.197 2.985
O -1.019 -1.754 0.042 0.292
C -2.270 -1.518 -0.602 0.014
C -2.713 -0.058 -0.325 -0.036
C -1.921 1.064 -0.954 0.005
C -2.440 1.875 -1.950 0.002
C -1.675 2.921 -2.441 0.002
C -0.420 3.164 -1.907 0.007
C 0.055 2.338 -0.901 0.011
C 1.395 2.573 -0.250 0.003
C 2.463 1.486 -0.517 0.021
O 2.108 0.344 0.253 0.317
C 3.848 1.909 -0.042 0.045
C 4.092 3.062 0.689 0.003
C 5.380 3.368 1.117 0.000
C 6.432 2.515 0.827 0.002
C 6.191 1.349 0.109 0.000
C 4.911 1.053 -0.323 -0.006
C 2.449 1.182 -2.018 0.044
C 1.719 0.134 -2.567 -0.051
C 1.588 -0.009 -3.941 0.021
C 2.206 0.894 -4.791 0.003
C 2.958 1.932 -4.257 0.000
C 3.077 2.074 -2.883 0.000
N -0.694 1.315 -0.460 0.134
C -2.091 -1.798 -2.089 0.056
C -1.083 -2.653 -2.522 -0.011
C -0.941 -2.951 -3.870 0.003
C -1.804 -2.397 -4.805 -0.002
C -2.818 -1.552 -4.380 0.002
C -2.961 -1.259 -3.032 0.006
C -3.290 -2.443 0.065 0.035
C -3.302 -2.511 1.457 0.001
C -4.232 -3.296 2.116 0.000
C -5.167 -4.023 1.392 0.000
C -5.156 -3.966 0.008 0.001
C -4.220 -3.180 -0.655 0.000
H -3.758 0.043 -0.618 -0.004
H -2.689 0.072 0.760 0.008
H -3.432 1.686 -2.333 0.000
H -2.061 3.553 -3.229 0.000
H 0.191 3.983 -2.260 0.000
H 1.773 3.533 -0.600 -0.005
H 1.258 2.644 0.833 -0.002
H 3.294 3.749 0.937 0.001
H 5.555 4.276 1.679 0.000
H 7.434 2.757 1.153 0.000
H 7.006 0.675 -0.120 0.000
H 4.729 0.146 -0.888 0.001
H 1.238 -0.610 -1.935 -0.043
H 1.003 -0.830 -4.337 0.002
H 2.113 0.786 -5.863 0.001
H 3.456 2.634 -4.912 0.000
H 3.670 2.887 -2.479 0.000
H -0.420 -3.107 -1.798 -0.013
H -0.158 -3.627 -4.188 0.000
H -1.695 -2.633 -5.855 0.000
H -3.507 -1.127 -5.098 0.000
H -3.782 -0.626 -2.720 0.000
H -2.564 -1.959 2.027 -0.001
H -4.229 -3.342 3.198 0.000
H -5.897 -4.635 1.905 0.000
H -5.872 -4.539 -0.565 0.000
H -4.217 -3.160 -1.735 0.001
C 5.667 0.179 4.443 0.000
C 4.440 0.828 5.022 0.000
C 3.674 1.714 4.275 0.002
C 2.546 2.323 4.805 0.000
C 2.138 2.021 6.097 0.001
N 0.954 2.561 6.667 0.000
C -0.183 2.993 6.032 0.000
O -0.928 3.818 6.508 0.000
N -0.452 2.445 4.770 0.001
C -0.194 1.153 4.313 -0.001
C 0.098 0.072 5.143 -0.004
C 0.390 -1.155 4.576 0.027
C 0.379 -1.291 3.200 -0.014
N 0.079 -0.261 2.410 0.133
C -0.203 0.925 2.942 -0.036
C 2.902 1.147 6.863 0.000
C 4.043 0.570 6.333 0.000
H 5.781 0.430 3.389 0.000
H 5.615 -0.907 4.529 0.000
H 6.566 0.505 4.968 0.000
H 3.968 1.943 3.258 -0.001
H 1.984 3.030 4.209 0.000
H 1.011 2.897 7.617 0.000
H -1.174 2.965 4.293 0.000
H 0.097 0.193 6.215 0.000
H 0.626 -2.006 5.198 0.000
H 0.603 -2.233 2.716 0.021
H -0.429 1.729 2.249 0.017
H 2.592 0.912 7.875 0.000
H 4.628 -0.105 6.947 0.000
```

Computed properties:
Multiplicity   5
Largest force on an atom   1.65 eV Å⁻¹
Expectation value of S²   6.02
Energy relative to the best compared isomer or geometry (same formula, charge and spin)   0.696 eV
HOMO level (alpha / beta)   -10.73 / -10.73 eV
Charge   +1

***

(3)
The following is a DFT calculation (wB97M-V/def2-TZVPD) of a structure of composition C27H31IrN7S3Se2 at a distorted geometry.

The geometry in XYZ format:
```
71
Properties=species:S:1:pos:R:3:mulliken_charge:R:1
Ir 0.017 0.129 0.572 1.490
Se 2.262 -0.341 3.173 0.145
Se 2.420 1.305 1.544 0.095
C 2.786 0.430 -0.155 0.478
C 4.047 0.363 -0.701 -0.771
C 4.190 -0.251 -1.943 -0.327
C 3.072 -0.783 -2.566 -0.972
C 1.837 -0.677 -1.950 0.029
N 1.692 -0.058 -0.773 0.000
C 0.371 -0.221 3.519 0.158
C 0.067 -0.408 4.861 -0.830
C -1.240 -0.625 5.258 -0.596
C -2.219 -0.654 4.280 -1.008
C -1.858 -0.409 2.973 -0.450
N -0.596 -0.162 2.570 0.303
H 4.895 0.776 -0.172 0.535
H 5.165 -0.317 -2.407 0.467
H 3.148 -1.274 -3.526 0.479
H 0.945 -1.091 -2.398 0.500
H 0.867 -0.388 5.590 0.560
H -1.480 -0.781 6.302 0.474
H -3.255 -0.855 4.513 0.563
H -2.611 -0.455 2.210 0.607
C -3.590 2.283 1.722 -0.820
C -3.600 1.119 0.734 -0.953
S -2.188 0.272 -0.155 0.009
C -1.917 1.351 -1.589 -1.007
C -1.228 2.657 -1.248 -0.675
S 0.008 2.483 0.087 0.037
C -0.681 3.192 1.627 0.310
C -1.641 4.361 1.528 -0.960
S -3.333 3.923 0.999 -0.067
H -2.975 2.109 2.602 0.276
H -4.613 2.298 2.109 0.498
H -4.168 1.401 -0.155 0.709
H -4.122 0.263 1.163 0.721
H -2.866 1.516 -2.102 0.830
H -1.297 0.747 -2.252 0.214
H -1.938 3.416 -0.926 0.243
H -0.679 3.035 -2.111 0.599
H 0.215 3.478 2.181 0.519
H -1.141 2.373 2.166 -0.498
H -1.298 5.131 0.834 0.428
H -1.678 4.828 2.512 0.515
C -1.398 -2.362 -1.585 -1.409
C -0.677 -2.775 -0.351 1.142
N -0.031 -2.002 0.536 -0.158
C 0.545 -2.858 1.462 -0.441
C 0.244 -4.132 1.130 -0.717
N -0.524 -4.066 -0.004 0.275
C -1.175 -5.220 -0.662 -1.519
N -2.574 -5.226 -0.437 0.809
N -3.398 -4.629 -1.351 -0.459
N -4.588 -4.652 -0.918 -0.612
C -4.608 -5.273 0.318 0.166
C -5.679 -5.568 1.166 -0.665
C -5.380 -6.229 2.336 -0.559
C -4.058 -6.598 2.657 -0.631
C -2.993 -6.316 1.829 -0.789
C -3.304 -5.639 0.648 1.508
H -1.077 -1.373 -1.895 -0.068
H -2.479 -2.372 -1.457 0.291
H -1.187 -3.056 -2.399 0.570
H 1.155 -2.509 2.270 0.424
H 0.506 -5.067 1.594 0.507
H -0.705 -6.118 -0.266 0.490
H -0.997 -5.165 -1.733 0.281
H -6.691 -5.300 0.898 0.467
H -6.174 -6.495 3.019 0.420
H -3.881 -7.143 3.575 0.416
H -1.993 -6.652 2.069 0.404
```

Computed properties:
Largest force on an atom   1.13 eV Å⁻¹
Energy relative to the best compared isomer or geometry (same formula, charge and spin)   1.694 eV
HOMO level   -15.20 eV
Charge   +3

***

(4)
The following is a DFT calculation (wB97M-V/def2-TZVPD) of a structure of composition C24H27N4OS2V.

The geometry in XYZ format:
```
59
Properties=species:S:1:pos:R:3:mulliken_spin:R:1
V 0.070 0.397 -1.681 2.149
C 2.246 6.040 -0.562 -0.001
C 2.880 4.710 -0.190 0.001
N 2.670 3.681 -1.218 -0.010
C 1.586 2.924 -1.292 0.013
S 1.478 1.807 -2.710 -0.124
N 0.638 2.996 -0.393 0.005
N -0.352 2.081 -0.660 -0.137
C -1.567 2.332 -0.303 0.024
C -1.986 3.530 0.463 -0.002
C -2.543 1.334 -0.806 0.041
C -3.892 1.356 -0.534 0.004
C -4.714 0.402 -1.129 0.003
C -4.165 -0.542 -1.979 0.003
C -2.797 -0.511 -2.203 -0.005
N -2.008 0.400 -1.632 0.049
H 2.425 6.766 0.230 0.000
H 1.170 5.929 -0.690 0.000
H 2.665 6.437 -1.486 0.000
H 2.463 4.326 0.740 0.000
H 3.957 4.803 -0.066 0.000
H 3.292 3.664 -2.011 0.000
H -1.192 4.270 0.468 0.000
H -2.201 3.245 1.498 0.002
H -2.894 3.962 0.044 0.001
H -4.300 2.110 0.124 0.000
H -5.778 0.407 -0.933 0.000
H -4.776 -1.286 -2.467 0.000
H -2.320 -1.228 -2.860 -0.011
O 0.915 -1.227 -1.310 -0.027
S 2.331 -1.877 -1.071 0.001
C 1.998 -3.636 -1.365 0.002
C 0.965 -4.245 -0.473 0.001
C -0.392 -4.076 -0.733 0.000
C -1.337 -4.629 0.115 0.001
C -0.934 -5.357 1.228 0.000
C 0.417 -5.545 1.484 0.000
C 1.364 -4.992 0.633 0.000
C 2.549 -1.787 0.751 -0.010
C 1.442 -1.015 1.409 -0.010
C 1.554 0.365 1.558 0.049
C 0.537 1.084 2.168 -0.014
C -0.599 0.428 2.625 0.010
C -0.716 -0.948 2.471 -0.010
C 0.301 -1.670 1.864 0.007
H 2.983 -4.094 -1.242 -0.001
H 1.735 -3.667 -2.424 -0.001
H -0.707 -3.533 -1.615 -0.001
H -2.391 -4.511 -0.100 0.000
H -1.674 -5.797 1.884 0.000
H 0.733 -6.133 2.334 0.000
H 2.418 -5.165 0.821 0.000
H 3.514 -1.296 0.876 0.000
H 2.610 -2.817 1.099 0.001
H 2.452 0.874 1.223 -0.005
H 0.638 2.154 2.299 -0.001
H -1.380 0.982 3.130 0.000
H -1.590 -1.466 2.843 0.000
H 0.212 -2.745 1.760 0.000
```

Computed properties:
Multiplicity   3
Largest force on an atom   0.46 eV Å⁻¹
Expectation value of S²   2.03
HOMO level (alpha / beta)   -14.35 / -14.39 eV
Charge   +2